(1)
The following is a quantum chemistry calculation of a molecular structure, C36H70Cl24F6O3Si2, from the OMol25 dataset.

Properties
**Energy relative to the best compared isomer or geometry (same formula, charge and spin)**: 0.000 eV
**LUMO energy**: 0.26 eV
**HOMO level**: -9.67 eV

Atoms and positions in Å:
H -3.070 -4.951 4.922
Cl -7.027 -3.032 4.985
C 5.215 -0.869 10.498
Cl 4.384 1.896 0.874
Cl -8.156 -3.843 1.875
H -6.540 -0.860 -5.638
H 0.578 -0.806 -1.578
H 1.418 -1.527 11.795
H 1.937 -5.397 1.882
H -1.911 -1.577 -3.714
Cl 3.616 -4.821 5.262
H 0.321 7.745 -5.706
Cl -0.639 -1.671 12.911
H -9.570 0.638 -5.847
C 4.765 0.371 -2.398
H -1.706 -3.367 -3.681
Si 2.943 0.485 -1.856
C 0.179 -4.635 0.933
C -8.527 2.514 -6.056
C 1.096 -2.984 -2.746
F 2.429 2.658 -7.768
H 2.949 3.245 -5.505
C -9.093 1.237 -6.619
H 0.730 -1.802 9.488
H 2.737 -8.357 5.834
O 1.102 -2.848 -1.385
C -1.372 -2.417 -3.266
Cl 3.468 -7.824 3.671
C 0.643 3.327 -2.878
Cl 3.993 -0.513 11.747
F 4.997 -0.860 -3.019
H 0.492 -5.491 2.892
C 2.626 -6.227 5.723
Cl -3.489 -2.685 4.431
H 1.531 7.764 -6.991
C -0.292 8.755 -7.516
H -2.654 3.027 -6.531
Cl -7.840 0.235 -7.395
C -3.570 4.401 -7.918
H 4.315 -7.564 5.857
Cl -4.177 -0.112 -2.894
H 5.596 -0.532 8.420
F 0.559 3.458 -8.387
H 0.701 -3.133 11.636
H -4.663 0.728 -5.047
H 0.730 3.388 -0.149
C -3.155 -4.049 5.525
H -9.050 -2.074 3.151
F 0.632 1.552 -7.528
H -9.834 1.470 -7.381
H 6.123 -0.341 10.785
H 2.814 3.533 -3.195
Cl -7.452 2.200 -4.665
F -0.283 2.916 -5.698
Cl -1.429 -3.978 1.343
Cl -1.702 9.539 -6.755
Cl 3.414 -1.385 8.505
F 0.839 4.689 -6.222
Cl -3.942 4.496 -5.212
Cl 4.901 0.723 5.659
H 2.489 -0.449 0.336
H 0.080 4.231 -2.642
H 2.101 0.403 -3.078
H 2.954 -0.004 6.754
H 3.293 -1.699 -0.640
H 0.014 -5.575 0.408
C -8.116 -2.221 2.612
H 2.601 1.249 5.550
Cl 7.604 0.960 0.264
H 0.112 9.442 -8.256
H -9.334 3.152 -5.700
Cl 1.548 9.757 -5.759
C 1.878 3.721 -3.722
Cl -0.432 -3.842 5.372
H -6.291 -1.689 -4.095
C 7.003 1.896 1.659
H 1.673 -6.151 5.203
H -0.347 -0.618 10.231
H 0.293 -2.500 -4.667
H 3.400 -1.635 4.888
H 5.417 -1.937 10.519
C 3.158 0.333 5.734
Cl 1.502 -3.362 2.959
H 0.373 -1.177 -3.559
H 7.706 1.731 2.476
H -6.867 -0.996 3.840
C -5.239 0.181 -4.302
H 5.348 1.968 3.009
H 6.225 1.363 -3.602
H -1.989 4.659 -6.502
H -1.957 -2.866 6.877
H -3.918 5.431 -7.949
H 4.607 1.369 -4.333
H -5.994 -2.283 3.006
C 0.116 -2.240 -3.630
C -1.919 -3.819 6.356
C 0.933 3.360 -6.062
C 2.771 -0.755 4.770
C 1.109 -1.497 -0.924
C 1.019 -4.880 2.160
Cl 2.864 -0.240 3.062
C -6.923 -2.034 3.514
C -0.041 -1.662 10.244
C -5.804 -1.095 -4.865
Cl -4.550 -2.107 -5.633
H -1.820 -4.609 7.099
C 0.751 8.348 -6.503
H -8.074 -1.503 1.795
C 1.987 2.976 -5.063
C 2.529 -0.921 -0.648
H 2.009 1.890 -4.958
H 7.029 2.950 1.392
H -0.660 7.869 -8.033
C 4.777 -0.415 9.129
C 5.158 1.456 -3.395
H -2.861 4.253 -8.732
H -0.026 2.651 -3.410
Si 1.036 2.447 -1.239
H 4.997 2.452 -2.976
C 0.494 -2.066 11.593
H 5.420 0.460 -1.528
H -6.055 0.825 -3.966
Cl -1.441 -2.652 9.746
H -7.956 3.064 -6.801
H -1.522 -2.448 -2.187
H -4.023 -4.153 6.176
H 2.438 -6.145 6.793
C 5.621 1.466 2.083
H 1.736 -1.048 4.949
O 1.849 -3.726 -3.226
H 1.847 4.785 -3.957
C -2.906 4.081 -6.603
Cl -4.964 3.337 -8.244
H 5.569 0.393 2.250
H 4.474 0.629 9.131
H 0.662 -3.941 0.247
O 2.642 1.974 -1.093
H 0.555 -1.493 0.018
H 0.142 1.270 -1.130
C 1.167 2.741 -7.473
C 3.318 -7.532 5.423

These are the Löwdin partial charges, in e, on atoms 1 to 5:
1 H 0.0722
2 Cl 0.5277
3 C -0.6460
4 Cl 0.6596
5 Cl 0.5356

(2)
The following is a quantum chemistry calculation of 9 unconnected molecules or ions with the total composition C36H70F12O18, from the OMol25 dataset.

Properties
**SMILES string**: CCOC(=O)C(F)(F)F.CCOC(=O)C(F)(F)F.CCOC(=O)C(F)(F)F.CCOC(=O)C(F)(F)F.COCCOC.COCCOC.COCCOC.COCCOC.COCCOC
**LUMO energy**: 0.58 eV
**HOMO level**: -9.31 eV

Atoms and positions in Å:
H 16.990 10.318 14.156
C 21.894 11.602 15.038
O 18.255 8.309 9.592
H 17.109 18.166 13.774
C 22.417 9.207 11.714
F 15.035 8.328 10.355
C 17.172 8.748 9.249
H 11.340 15.188 7.961
O 10.905 13.185 13.598
C 15.863 7.840 9.397
H 13.276 12.274 7.202
C 21.889 10.369 15.861
H 15.078 11.386 16.216
C 10.781 13.331 12.218
H 20.080 10.744 11.481
F 24.178 15.531 16.502
H 15.762 12.989 16.531
C 17.813 13.131 12.308
H 18.814 10.119 8.360
H 23.811 13.537 10.465
O 21.443 9.748 12.584
H 20.903 12.187 15.145
H 12.231 9.258 11.210
H 21.605 13.913 12.644
H 21.578 12.483 11.705
C 17.871 10.478 14.745
F 25.345 13.809 16.074
F 19.736 13.784 13.515
C 24.240 14.430 15.752
C 15.501 20.424 12.072
C 15.631 12.282 11.558
C 23.397 13.824 11.469
H 17.681 11.314 15.467
H 21.035 9.778 15.504
H 13.082 10.124 8.066
H 16.126 20.247 11.195
H 15.853 21.330 12.608
H 12.178 11.500 13.582
C 12.601 16.365 11.616
F 18.787 15.286 9.459
H 22.168 9.681 10.798
H 16.328 16.815 17.315
F 24.183 14.923 14.440
H 14.458 20.574 11.707
C 13.497 14.081 15.303
C 12.268 10.781 8.378
H 11.592 12.862 11.628
C 14.477 15.260 15.209
H 12.220 16.723 10.644
O 16.546 12.759 12.618
H 15.162 17.565 16.186
C 16.905 18.729 12.896
H 12.880 14.163 16.220
H 15.181 15.116 14.354
H 11.366 10.512 7.882
O 15.176 15.477 16.442
C 21.887 13.519 11.699
C 11.947 9.285 10.189
O 22.020 13.963 16.454
C 18.410 13.878 13.493
C 12.746 12.202 8.173
H 12.813 14.124 14.448
O 16.867 9.883 8.662
H 10.966 8.907 9.896
C 20.141 9.723 11.977
H 21.799 10.508 16.908
H 16.875 12.067 7.059
O 16.011 16.932 11.747
H 10.438 11.241 13.856
H 13.703 16.466 11.625
H 16.188 11.642 10.948
O 15.649 19.311 12.950
H 14.396 10.701 12.336
F 16.216 6.606 9.686
H 15.020 15.777 10.333
O 18.898 10.783 13.781
C 22.991 13.579 15.873
H 19.359 8.741 13.597
H 17.709 19.512 12.863
H 12.247 16.911 12.479
C 17.946 10.794 8.406
H 13.979 12.314 12.942
H 18.469 11.994 6.658
F 20.679 15.390 8.362
C 12.171 14.473 8.154
H 23.406 9.407 12.069
O 12.115 10.636 9.799
O 11.696 13.154 8.296
C 11.264 11.900 14.051
O 12.318 15.025 11.874
C 14.321 11.725 12.106
C 17.684 11.380 7.060
H 11.366 11.990 15.124
H 13.579 12.249 8.897
C 15.824 16.740 16.387
H 21.847 11.459 13.988
H 13.993 16.193 14.836
C 19.823 14.545 8.857
H 14.222 12.512 17.273
O 18.277 13.034 11.180
H 12.658 14.767 9.122
C 16.028 16.181 10.520
H 12.841 14.647 7.285
F 19.264 13.838 7.847
H 16.210 16.884 9.722
H 9.800 12.878 11.854
H 10.384 15.533 12.439
O 21.110 14.212 10.724
F 18.086 15.186 13.297
H 18.058 17.331 11.740
H 18.153 9.402 12.431
H 18.003 11.591 9.164
H 17.107 18.434 10.766
H 12.640 8.653 9.618
O 14.168 12.861 15.208
H 18.146 9.689 15.397
C 14.824 12.436 16.374
H 15.347 13.194 10.917
F 17.943 13.469 14.744
O 20.654 12.367 9.583
H 16.594 16.651 15.589
H 22.854 9.894 15.745
C 10.905 14.780 11.825
H 17.497 10.589 6.329
H 10.670 14.921 10.768
C 17.103 17.846 11.716
H 22.291 8.130 11.449
H 20.086 8.976 11.172
O 23.053 12.408 15.298
F 15.215 7.937 8.186
C 19.051 9.624 12.985
H 23.388 14.877 11.661
H 23.945 13.284 12.247
C 20.545 13.538 9.776
H 16.742 15.343 10.459
H 13.522 11.794 11.327

These are the Löwdin partial charges, in e, on atoms 1 to 5:
1 H 0.0809
2 C -0.2141
3 O 0.1280
4 H 0.1024
5 C -0.0911

(3)
The following is a quantum chemistry calculation of 7 unconnected molecules or ions with the total composition C36H70F7NO9S6Si, from the OMol25 dataset.

Properties
**LUMO energy**: 0.22 eV
**HOMO level**: -8.49 eV

Atoms and positions in Å:
H -1.316 4.834 3.815
H -5.322 -0.527 4.169
H -4.329 0.011 5.544
C 4.929 -9.548 -2.679
C 7.221 -10.936 -2.602
H 8.301 -10.993 -2.740
O 6.899 -8.978 -4.384
H -1.513 -2.658 5.556
H 1.660 -3.710 -2.780
H -2.651 -1.802 0.213
H 4.756 -9.862 -1.648
C 1.349 -0.021 -3.001
N 0.415 1.094 -3.207
H -1.562 0.538 -2.961
H -2.321 3.029 -8.186
H 4.026 -4.632 -2.215
C 0.772 1.288 0.362
C 1.086 2.252 3.610
C -3.936 7.869 -5.924
H 4.584 -10.319 -3.370
H 4.386 -8.622 -2.870
C -2.081 -1.742 5.389
H 1.403 1.299 -0.609
H 1.521 0.978 1.185
S 6.691 -9.241 -2.928
S -3.726 -2.188 4.791
H 4.305 -3.300 -0.922
H -7.511 -1.769 1.797
C -0.738 0.898 -2.233
H -1.887 7.394 -4.055
H 4.754 6.287 3.604
F 2.857 -6.738 1.209
C -9.279 0.371 2.267
S -3.304 6.209 -5.599
H 6.956 1.796 7.206
H -2.132 5.693 -3.585
H 4.353 8.026 1.584
H -3.249 1.628 -7.597
C 2.359 7.095 0.773
C 2.771 -4.858 -0.333
H 6.972 -11.204 -1.574
C -2.619 6.589 -3.972
C -2.843 -3.449 -1.291
C 3.576 7.198 1.737
F 1.476 -5.265 -0.825
H 5.271 1.982 7.749
C -0.541 3.530 -6.015
O -3.563 -2.780 3.427
O -6.802 0.603 3.230
H 3.053 4.292 4.023
C 0.180 2.770 0.553
C -3.009 -4.918 0.593
H 3.028 -2.484 -3.035
H -3.501 -3.119 -2.170
H -7.866 -1.017 0.212
H 0.472 5.798 0.317
C -1.360 4.077 2.959
C 7.103 3.649 5.044
C 1.648 -2.052 -1.221
H 1.075 -2.725 -0.504
H -1.215 1.832 -1.784
C -0.587 -0.389 -1.239
F 0.071 -0.901 1.173
O -3.737 -4.048 -0.312
H -4.740 -5.840 1.725
C -2.015 -2.233 -0.655
H 2.396 -1.406 -0.642
H 6.356 3.394 7.744
H -3.120 8.593 -5.884
H -1.569 -1.128 4.646
C 2.439 -3.052 -2.234
H 0.107 -1.797 -2.731
C 3.848 6.220 2.918
S -2.165 2.771 -5.804
H 6.991 4.000 4.017
C 1.647 4.928 2.196
H -1.477 1.515 -7.738
H -3.425 6.882 -3.297
H -0.914 2.895 0.255
H -9.408 -0.526 2.877
H -4.381 7.880 -6.920
H -1.067 -2.661 -0.175
H -1.958 4.514 2.086
H -3.659 0.040 3.885
C 0.650 -1.084 -2.017
F 3.425 -7.222 -0.954
F 2.677 -4.102 0.873
C -3.907 -5.081 1.921
C -0.369 0.142 0.255
H 7.299 4.500 5.698
S -7.527 0.635 1.922
H -1.965 3.172 3.344
F 4.892 -6.033 0.384
O -2.155 5.977 -6.527
O -1.776 -1.134 -1.571
C -4.312 -0.495 4.577
H -2.171 -1.196 6.330
C 1.370 5.932 1.009
H -2.850 -5.983 0.180
H -9.824 0.267 1.327
H 2.195 7.816 -0.103
C -2.311 2.178 -7.503
C 2.853 5.042 3.157
H -2.008 -4.469 0.908
F -1.643 0.568 0.742
H 7.929 2.938 5.094
H -4.397 -4.076 2.135
H -6.201 -1.031 0.842
Si 0.357 3.481 2.338
S 5.572 2.830 5.539
H 2.026 1.718 3.198
O 2.495 -0.045 -3.529
C -7.255 -0.957 1.114
H -4.698 8.120 -5.185
H -3.304 -5.365 2.848
O 4.505 3.880 5.614
H -9.659 1.236 2.811
H 0.744 2.037 -2.959
H 6.731 -11.620 -3.298
H -0.223 3.941 -5.056
C 6.097 2.468 7.228
H -2.149 -4.286 -1.657
C 3.533 -6.224 0.051
H 0.180 2.780 -6.345
H 1.454 2.799 4.561
O -1.988 1.576 -4.923
H 0.781 3.453 -0.164
H -0.608 4.335 -6.747
H 0.353 1.449 3.978
C 3.516 -3.973 -1.433

These are the Löwdin partial charges, in e, on atoms 1 to 5:
1 H 0.0445
2 H 0.0064
3 H 0.0579
4 C -0.2788
5 C -0.2762

| no. | strongest force on any atom (eV Å⁻¹) |
| --- | --- |
| 1 | 3.92 |
| 2 | 3.77 |
| 3 | 4.52 |